Run i
The following is a DFT calculation (the ωB97M-V functional and the def2-TZVPD basis) of C30H60As3NO6STi as an isolated structure.

The geometry in XYZ format:
```
102
C30H60As3NO6STi | the OMol25 dataset | the ωB97M-V functional and the def2-TZVPD basis
Ti 1.4452 0.1595 -0.2402
C 3.3776 -2.0328 0.0489
C 2.7209 -1.9334 -1.1943
C 1.3053 -2.0108 -0.9379
C 1.1743 -2.0791 0.5010
C 2.4508 -2.1565 1.0841
C 2.7869 -2.4518 2.5321
C 3.2384 -3.9183 2.6008
C 1.5654 -2.2717 3.4274
C 3.9286 -1.5653 3.0372
C 0.1426 -2.6012 -1.7628
C 0.0110 -2.1321 -3.2134
C -1.2058 -2.2936 -1.0882
C 0.3217 -4.1273 -1.7608
C 3.5119 -1.7685 -2.4969
C 3.5214 -3.0780 -3.2969
C 2.9797 -0.6214 -3.3631
C 4.9747 -1.4236 -2.1822
H 4.4421 -1.9453 0.1950
H 0.2484 -2.3228 0.9984
H 2.4543 -4.5869 2.2375
H 3.4785 -4.1942 3.6318
H 4.1269 -4.0790 1.9883
H 0.7664 -2.9634 3.1504
H 1.1760 -1.2559 3.3675
H 1.8326 -2.4654 4.4694
H 4.8309 -1.7219 2.4424
H 4.1648 -1.8222 4.0743
H 3.6720 -0.5092 2.9934
H -0.1677 -1.0593 -3.2815
H -0.8466 -2.6418 -3.6622
H 0.8791 -2.3824 -3.8189
H -1.3289 -1.2329 -0.8616
H -1.3420 -2.8636 -0.1676
H -2.0156 -2.5797 -1.7655
H 1.2526 -4.4293 -2.2417
H -0.5070 -4.6088 -2.2892
H 0.3413 -4.5053 -0.7366
H 2.5339 -3.3557 -3.6600
H 3.8934 -3.9010 -2.6826
H 4.1784 -2.9808 -4.1664
H 1.9329 -0.7400 -3.6239
H 3.5594 -0.5637 -4.2898
H 3.0793 0.3295 -2.8364
H 5.4925 -2.2503 -1.6926
H 5.0476 -0.5448 -1.5397
H 5.5006 -1.2114 -3.1166
C -0.1447 4.6734 0.8847
As -1.3203 3.3293 0.0704
C -2.1788 4.5389 -1.2093
C -2.6781 3.4380 1.5236
C -3.8368 2.4210 1.6060
C -4.9531 3.0967 2.4266
C -3.4377 1.1564 2.3811
As -1.7320 0.2332 1.9775
C -0.7520 0.9129 3.5436
C -2.2758 -1.4748 2.7710
C -4.4502 2.1100 0.2266
As -3.5526 0.8088 -0.9825
C -4.6795 -0.7353 -0.5409
C -4.5723 1.3415 -2.5619
H -0.7222 5.4866 1.3313
H 0.5080 5.0750 0.1079
H 0.4808 4.1946 1.6372
H -2.7368 5.3298 -0.7021
H -2.8394 3.9903 -1.8774
H -1.3907 4.9851 -1.8177
H -3.0874 4.4517 1.4417
H -2.1157 3.4115 2.4610
H -4.5647 3.4634 3.3800
H -5.7607 2.3901 2.6347
H -5.3725 3.9447 1.8794
H -4.2338 0.4105 2.2881
H -3.3707 1.3907 3.4498
H -1.2166 0.5189 4.4509
H -0.8139 2.0003 3.5378
H 0.3026 0.6568 3.5007
H -2.9739 -1.3081 3.5941
H -1.3881 -1.9772 3.1539
H -2.7400 -2.1182 2.0235
H -4.5318 3.0418 -0.3398
H -5.4741 1.7390 0.3563
H -4.4897 -1.0785 0.4749
H -4.4309 -1.5479 -1.2237
H -5.7373 -0.4804 -0.6407
H -4.0851 2.1795 -3.0568
H -5.5964 1.6088 -2.2905
H -4.5860 0.5043 -3.2608
N 2.2508 2.3700 -1.7040
C 1.1881 2.5804 -2.6660
C 0.0147 1.6316 -2.4809
O -0.9915 1.7614 -3.1444
O 0.2096 0.6613 -1.6165
H 2.0149 2.8287 -0.8238
H 3.1157 2.8252 -1.9705
H 1.5615 2.3698 -3.6733
H 0.7743 3.5960 -2.6819
O 2.6846 1.4896 2.9263
S 2.5404 1.8500 1.5394
O 3.0020 3.1713 1.1790
O 1.0800 1.6609 1.0831
O 3.1588 0.7841 0.6132
```

The net charge is -1. As for the HOMO energy (alpha / beta): -4.73 / -5.18 eV. The calculation puts the frontier orbital gap (alpha / beta) at 0.26924 / 0.28603 hartree. Its spin multiplicity is 2.

Mulliken population analysis, charges in e, atoms 1 to 6:
1. Ti 0.5612
2. C -0.8976
3. C 1.2228
4. C -0.4120
5. C -1.0389
6. C 0.5870

Run ii
The following is a DFT calculation (the ωB97M-V functional and the def2-TZVPD basis) of C30H60As3NO6STi as an isolated structure.

The geometry in XYZ format:
```
102
C30H60As3NO6STi | the OMol25 dataset | the ωB97M-V functional and the def2-TZVPD basis
Ti 0.9942 -0.1153 1.3587
C -0.3357 1.7750 1.9472
C 0.9860 1.9858 2.4553
C 1.1973 0.9759 3.4561
C -0.0063 0.2072 3.5123
C -0.9649 0.7265 2.6251
C -2.4391 0.3842 2.5329
C -3.1742 1.4438 3.3741
C -2.7538 -0.9917 3.1180
C -2.9471 0.4630 1.0907
C 2.2802 0.7023 4.5051
C 3.6378 1.3394 4.2280
C 2.5437 -0.8056 4.6304
C 1.7620 1.2249 5.8557
C 1.7151 3.2957 2.0743
C 1.5649 4.2432 3.2774
C 3.1939 3.2320 1.6674
C 1.0045 3.9596 0.8805
H -0.7973 2.3513 1.1653
H -0.1728 -0.6253 4.1787
H -2.8531 1.4031 4.4180
H -4.2536 1.2708 3.3374
H -2.9720 2.4484 2.9969
H -2.3916 -1.0780 4.1459
H -2.3303 -1.7947 2.5191
H -3.8379 -1.1333 3.1427
H -2.8540 1.4778 0.6949
H -4.0068 0.1924 1.0568
H -2.3916 -0.2140 0.4437
H 4.0111 1.0536 3.2447
H 4.3495 0.9940 4.9835
H 3.5988 2.4247 4.2942
H 3.0190 -1.1741 3.7206
H 1.6372 -1.3843 4.8061
H 3.2235 -0.9889 5.4668
H 1.5447 2.2933 5.7957
H 2.5097 1.0687 6.6389
H 0.8427 0.7138 6.1478
H 2.0918 3.8679 4.1555
H 0.5120 4.3634 3.5440
H 1.9752 5.2275 3.0333
H 3.8519 2.9195 2.4688
H 3.5015 4.2413 1.3788
H 3.3574 2.5825 0.8140
H -0.0160 4.2619 1.1220
H 0.9870 3.2941 0.0148
H 1.5537 4.8609 0.6023
C -2.9773 1.9478 -2.2965
As -1.4129 0.7503 -2.4980
C -0.2230 2.1665 -3.1690
C -2.1237 0.0398 -4.2242
C -1.5446 -1.2077 -4.9114
C -2.2159 -1.2899 -6.2969
C -1.9149 -2.5135 -4.1827
As -1.5838 -2.7841 -2.2320
C -3.3396 -2.2124 -1.5637
C -2.0724 -4.6920 -2.3109
C -0.0343 -1.0718 -5.1585
As 1.1439 -1.0887 -3.5628
C 1.7511 -2.9549 -3.6515
C 2.7094 -0.3493 -4.4950
H -3.1881 2.4936 -3.2189
H -2.7768 2.6623 -1.4968
H -3.8550 1.3617 -2.0193
H -0.4698 2.4418 -4.1965
H 0.8146 1.8479 -3.0950
H -0.3560 3.0389 -2.5272
H -2.0943 0.8810 -4.9265
H -3.1831 -0.1508 -4.0149
H -3.3051 -1.3030 -6.2036
H -1.9076 -2.1987 -6.8201
H -1.9354 -0.4307 -6.9120
H -1.3832 -3.3384 -4.6710
H -2.9837 -2.7093 -4.3285
H -4.1404 -2.6634 -2.1540
H -3.4316 -1.1275 -1.5894
H -3.4047 -2.5402 -0.5259
H -2.9934 -4.8452 -2.8782
H -2.2075 -5.0426 -1.2876
H -1.2659 -5.2626 -2.7742
H 0.1467 -0.1070 -5.6465
H 0.2999 -1.8450 -5.8602
H 0.9772 -3.6325 -3.2921
H 2.6185 -3.0388 -2.9971
H 2.0285 -3.2239 -4.6729
H 2.5498 0.7129 -4.6830
H 2.8856 -0.8659 -5.4414
H 3.5734 -0.4549 -3.8403
N 1.8764 -2.2422 1.4591
C 0.8612 -3.2887 1.5607
C -0.4767 -2.7184 1.1027
O -1.4523 -3.4526 1.0171
O -0.4570 -1.4556 0.8662
H 2.2055 -2.1686 0.4897
H 2.6953 -2.4387 2.0184
H 0.7483 -3.6010 2.6007
H 1.0882 -4.1785 0.9695
O 3.0445 0.1645 0.9665
S 2.8224 0.2435 -0.5429
O 3.0105 -1.0895 -1.1107
O 1.3239 0.5800 -0.5126
O 3.5872 1.2823 -1.1786
```

The net charge is -1. As for the HOMO energy (alpha / beta): -5.00 / -5.07 eV. The calculation puts the frontier orbital gap (alpha / beta) at 0.27227 / 0.27481 hartree. Its spin multiplicity is 2.

Mulliken population analysis, charges in e, atoms 1 to 6:
1. Ti -0.1317
2. C -1.1544
3. C 0.9279
4. C 0.4696
5. C -0.5778
6. C 0.6742

Computed stability ranking, most favorable first: run ii, run i

Run i
The following is a DFT calculation (the ωB97M-V functional and the def2-TZVPD basis) of a 13-piece molecular cluster, C13H52N26O13 overall.

The geometry in XYZ format:
```
104
C13H52N26O13 | the OMol25 dataset | the ωB97M-V functional and the def2-TZVPD basis
C -26.8774 -1.9910 -14.9483
O -26.3509 -0.9330 -14.5707
N -28.2089 -2.2348 -14.9960
N -26.1244 -3.0596 -15.3031
H -28.7561 -1.3904 -14.7974
H -28.5578 -2.8777 -15.6845
H -26.4932 -3.9237 -15.6511
H -25.1273 -2.9521 -15.1924
C -26.2707 1.1189 -6.3594
O -26.9301 2.1512 -6.5750
N -25.3924 0.5791 -7.2522
N -26.2328 0.4065 -5.2215
H -25.5328 0.7764 -8.2300
H -24.8848 -0.2705 -7.0736
H -25.9424 -0.5528 -5.2241
H -26.6970 0.6753 -4.3699
C -26.1793 5.3410 -14.8558
O -25.0376 4.8818 -14.8138
N -27.1181 5.1280 -13.8809
N -26.6709 6.1324 -15.8342
H -28.0550 5.4668 -13.9700
H -26.7698 4.7475 -13.0110
H -27.6526 6.0888 -16.0423
H -26.0757 6.1505 -16.6532
C -24.3692 4.6014 -7.4139
O -23.3765 5.3239 -7.4364
N -24.8727 3.9646 -8.4754
N -25.1602 4.4173 -6.3335
H -25.7335 3.4463 -8.4149
H -24.4923 4.1430 -9.3890
H -25.7654 3.6120 -6.2309
H -24.8805 4.8619 -5.4754
C -28.2366 3.8111 -9.8699
O -28.0675 4.4465 -10.9044
N -27.5574 2.6380 -9.6676
N -28.9526 4.1877 -8.7957
H -27.8099 2.0178 -8.9181
H -27.0137 2.4312 -10.4932
H -28.9871 3.6100 -7.9739
H -29.4032 5.0828 -8.7365
C -26.9027 1.6990 -18.4375
O -26.0384 0.9877 -18.9272
N -26.8266 2.3135 -17.2099
N -28.2225 1.5750 -18.7753
H -25.9041 2.4084 -16.8208
H -27.6276 2.7465 -16.8011
H -28.4515 0.8734 -19.4605
H -28.9346 1.7704 -18.1013
C -23.3090 -0.6795 -16.8125
O -22.6607 -1.1596 -15.8937
N -24.6586 -0.4975 -16.7547
N -22.7695 -0.1776 -17.9640
H -25.0095 -0.9272 -15.9098
H -25.1595 -0.2739 -17.6006
H -23.4237 0.1629 -18.6484
H -21.7865 -0.0694 -18.1323
C -25.3125 1.8155 -12.4302
O -25.0261 2.6261 -11.5497
N -25.7765 0.5741 -12.1132
N -25.1630 2.0137 -13.7561
H -25.8730 -0.0990 -12.8623
H -25.6923 0.3012 -11.1403
H -25.1071 1.2996 -14.4670
H -24.9530 2.9228 -14.1424
C -26.4466 -1.8967 -10.1570
O -26.0205 -0.7929 -9.7958
N -25.7402 -2.7232 -10.9757
N -27.7147 -2.3078 -9.9947
H -24.7435 -2.7028 -10.8243
H -26.1712 -3.5218 -11.4014
H -28.2898 -1.6522 -9.4873
H -28.1889 -2.8996 -10.6526
C -22.3233 5.2312 -11.7386
O -21.6260 6.2199 -11.5883
N -22.9109 4.9548 -12.9267
N -22.7409 4.2971 -10.8200
H -22.7436 5.6343 -13.6483
H -23.6571 4.2997 -13.0571
H -22.4859 4.2383 -9.8477
H -23.4563 3.6563 -11.1286
C -22.2067 -0.1074 -8.4892
O -22.7704 -0.5320 -7.4880
N -20.9506 0.4078 -8.5193
N -22.8245 -0.1100 -9.7102
H -20.4894 0.3540 -7.6281
H -20.7297 1.0074 -9.2915
H -22.4104 0.4190 -10.4572
H -23.7728 -0.4356 -9.7922
C -29.8954 -0.0794 -12.5278
O -29.9561 -0.6683 -13.6167
N -30.7877 -0.3308 -11.5493
N -29.0766 0.9686 -12.3383
H -31.2522 -1.2227 -11.6148
H -30.4254 -0.0788 -10.6402
H -28.4315 1.1621 -13.0912
H -28.6444 1.3026 -11.4893
C -22.2152 3.9848 -16.7709
O -21.2244 3.3706 -17.1699
N -23.4124 3.3768 -16.6013
N -22.2300 5.2689 -16.3337
H -24.1864 3.7253 -16.0575
H -23.1162 2.4058 -16.6987
H -21.3027 5.6563 -16.2490
H -23.0141 5.7091 -15.8900
```

As for the HOMO energy: -8.68 eV. The calculation puts the frontier orbital gap at 0.30379 hartree.

Mulliken population analysis, charges in e, atoms 1 to 6:
1. C 0.6473
2. O -0.7345
3. N -0.3667
4. N -0.4206
5. H 0.3043
6. H 0.2171

Run ii
The following is a DFT calculation (the ωB97M-V functional and the def2-TZVPD basis) of a 13-piece molecular cluster, C13H52N26O13 overall.

The geometry in XYZ format:
```
104
C13H52N26O13 | the OMol25 dataset | the ωB97M-V functional and the def2-TZVPD basis
C 3.4688 -4.6601 -2.4176
O 2.3986 -4.8628 -2.9868
N 3.9378 -3.4531 -2.0670
N 4.4453 -5.6142 -2.3156
H 4.8612 -3.0738 -1.9869
H 3.2209 -2.7841 -1.8237
H 5.0188 -5.4786 -1.5030
H 4.4556 -6.3975 -2.9426
C 0.1355 0.8279 5.3900
O 1.0659 1.3123 4.7416
N -0.5199 1.4341 6.3858
N -0.4319 -0.3680 5.0750
H -1.1338 0.9061 6.9784
H -0.4684 2.4244 6.5477
H 0.0183 -0.7759 4.2549
H -1.2746 -0.7213 5.4768
C -2.1128 2.9804 -2.1099
O -1.2889 2.5406 -2.9325
N -3.2786 3.5531 -2.4283
N -1.8711 2.8396 -0.8023
H -3.6619 4.1840 -1.7439
H -3.5039 3.5962 -3.4067
H -2.4771 3.3409 -0.1710
H -1.0804 2.3114 -0.4684
C 1.4941 4.6972 -2.8265
O 0.5776 5.2983 -3.3711
N 1.4060 3.3485 -2.6022
N 2.7408 5.1526 -2.6268
H 2.2144 2.9097 -2.1966
H 0.5031 2.9060 -2.7625
H 3.5361 4.6153 -2.3400
H 3.0018 6.0155 -3.0766
C -3.6427 -0.0525 5.2724
O -3.6483 0.9465 5.9862
N -3.0918 -0.0327 4.0336
N -4.0005 -1.3216 5.6023
H -3.2131 -0.8659 3.4833
H -2.8218 0.7821 3.5036
H -4.5246 -1.4608 6.4497
H -3.6495 -2.1265 5.1191
C 0.1738 -4.9084 -0.2131
O 0.7871 -3.9578 0.2520
N 0.0346 -5.3164 -1.5041
N -0.6985 -5.6501 0.5701
H -0.3522 -6.2302 -1.6326
H 0.6243 -4.8924 -2.2146
H -1.1131 -6.4526 0.1407
H -0.7111 -5.4655 1.5572
C 1.8173 -1.4053 2.4089
O 0.6613 -1.5777 2.8312
N 2.6037 -2.4913 2.1884
N 2.4180 -0.2270 2.3770
H 3.5885 -2.3354 2.2966
H 2.0915 -3.3526 2.2753
H 3.3756 -0.2472 2.0720
H 2.0405 0.5761 2.8580
C -1.1152 3.4062 2.7114
O -1.5577 2.4203 2.0896
N -1.6657 4.6508 2.5818
N -0.0147 3.3855 3.4553
H -2.5433 4.6607 2.0785
H -1.1732 5.4217 2.9862
H 0.4515 2.5123 3.7257
H 0.1922 4.2563 3.9085
C 3.7538 0.3814 -1.9234
O 3.1941 -0.7141 -2.0455
N 3.2503 1.4708 -1.2803
N 5.0221 0.5274 -2.3663
H 2.3003 1.3864 -0.9218
H 3.9177 2.0741 -0.8325
H 5.3792 1.4574 -2.2325
H 5.5470 -0.2763 -2.6543
C 0.1460 -0.0031 -0.0583
O 0.4096 1.0430 -0.6521
N -0.7453 -0.1298 1.0017
N 0.6659 -1.2260 -0.2584
H -1.2411 0.7125 1.2700
H -0.4271 -0.7757 1.7062
H 1.3856 -1.4459 -0.9301
H 0.3524 -2.0622 0.2072
C -4.7541 3.5328 0.7516
O -4.0567 4.5150 0.4857
N -6.1120 3.4166 0.6150
N -4.2576 2.4844 1.4528
H -6.4360 2.4898 0.3999
H -6.6508 4.2011 0.2889
H -3.2446 2.5858 1.5654
H -4.8561 1.7844 1.8451
C -1.6419 -2.0505 -3.8086
O -1.9568 -1.1726 -4.5961
N -1.6898 -3.3878 -4.0805
N -1.4743 -1.8514 -2.4755
H -1.7551 -3.7329 -5.0209
H -1.5459 -4.0379 -3.3312
H -1.4084 -2.6794 -1.9132
H -1.2267 -0.9758 -2.0503
C 1.5557 -1.3806 -5.2257
O 1.4064 -1.9383 -6.3202
N 1.7238 -0.0557 -5.1511
N 1.6744 -2.0427 -4.0517
H 1.8993 0.3633 -4.2537
H 1.8913 0.4728 -5.9870
H 1.4762 -3.0202 -4.2014
H 1.8086 -1.5937 -3.1591
```

As for the HOMO energy: -8.22 eV. The calculation puts the frontier orbital gap at 0.29858 hartree.

Mulliken population analysis, charges in e, atoms 1 to 6:
1. C 0.6564
2. O -0.6962
3. N -0.2307
4. N -0.4791
5. H 0.1543
6. H 0.1646

Computed stability ranking, most favorable first: run i, run ii

Run i
The following is a DFT calculation (the ωB97M-V functional and the def2-TZVPD basis) of C8H10N2O as an isolated structure.

The geometry in XYZ format:
```
21
C8H10N2O | the OMol25 dataset | the ωB97M-V functional and the def2-TZVPD basis
C 0.8205 -2.3746 -1.8368
C 0.2592 -1.5700 -0.8986
C -1.1441 -1.6065 -1.0984
C -1.7829 -0.5660 0.3820
C 0.6747 -0.5411 0.1319
C -0.5617 0.2515 0.5757
C -0.5890 0.8040 2.0411
C -0.6791 1.4135 -0.4842
N -1.3783 -2.5277 -2.0524
N -0.2920 -2.9117 -2.5455
O -2.8771 -0.5963 0.8207
H 1.7737 -2.7002 -2.0910
H 1.1553 -0.9074 1.0345
H 1.4204 0.0200 -0.5536
H -0.2873 1.8795 2.1522
H 0.1081 0.1737 2.6446
H -1.6296 0.7908 2.2760
H 0.2179 2.2246 -0.3888
H -1.5812 2.0261 -0.3200
H -0.6493 1.0160 -1.4443
H -0.2800 -3.5948 -3.3332
```

As for the HOMO energy: -8.94 eV. The calculation puts the frontier orbital gap at 0.35870 hartree.

Mulliken population analysis, charges in e, atoms 1 to 6:
1. C -1.3114
2. C 0.9381
3. C 0.0281
4. C 0.2941
5. C -0.8281
6. C 1.4558

Run ii
The following is a DFT calculation (the ωB97M-V functional and the def2-TZVPD basis) of one molecule with the formula C8H10N2O.

The geometry in XYZ format:
```
21
C8H10N2O | the OMol25 dataset | the ωB97M-V functional and the def2-TZVPD basis
O 0.8551 -2.8038 1.6171
C 0.1016 -1.7973 1.0170
C -0.1859 -2.2181 -0.4338
N -0.4729 -1.2173 -1.3560
C -0.3308 0.0430 -1.0983
C -0.6425 1.1179 -2.0022
C -0.5914 2.4617 -1.5629
C -0.3459 2.8051 -0.2021
C 0.0411 1.8179 0.6183
N 0.1053 0.5365 0.2021
C 0.8332 -0.3949 1.1198
H 0.9400 -2.4928 2.5349
H -0.8816 -1.6118 1.5760
H 0.5956 -2.8102 -0.8244
H -1.0273 -2.9264 -0.4636
H -0.9934 0.8488 -2.9862
H -0.8022 3.1195 -2.3312
H -0.2064 3.8428 0.0961
H 0.2669 2.0660 1.6419
H 1.8704 -0.4692 0.7467
H 0.8712 0.0829 2.0907
```

Its SMILES is O[C@@H]1CN=C2C=CC=CN2C1. As for the HOMO energy: -7.43 eV. The calculation puts the frontier orbital gap at 0.29662 hartree.

Mulliken population analysis, charges in e, atoms 1 to 6:
1. O -0.5402
2. C 0.2593
3. C -0.7895
4. N -0.6839
5. C 0.5859
6. C -0.7067

Computed stability ranking, most favorable first: run ii, run i